(1)
C12H16N2O in the gas phase, computed with wB97M-V/def2-TZVPD.

Bonds (Å) are listed after each position.
Element x y z (Å)
1 C 0.9906 2.0945 -0.0296  N2 1.299, C10 1.429, H16 1.129
2 N 0.5351 1.1762 0.7692  C1 1.299, O3 1.472
3 O 1.6487 0.2535 1.0446  N2 1.472, C4 1.452
4 C 1.1289 -1.0843 1.2655  O3 1.452, C5 1.572, C9 1.516, H17 1.102
5 C -0.3031 -1.3441 1.8595  C4 1.572, C6 1.544, H18 1.090, H19 0.998
6 C -0.4038 -2.8780 2.0021  C5 1.544, C7 1.518, H20 1.142, H21 1.174
7 C -0.4337 -3.4796 0.6090  C6 1.518, C8 1.506, H22 1.118, H23 1.207
8 C 0.2512 -2.7444 -0.5133  C7 1.506, C9 1.519, H24 1.015, H25 1.109
9 C 1.4035 -1.9161 0.0283  C4 1.516, C8 1.519, H26 1.092, H27 1.148
10 C 0.1043 2.9777 -0.7199  C1 1.429, C11 1.401, C15 1.366
11 C 0.3209 3.3915 -2.0410  C10 1.401, C12 1.485, H28 1.078
12 C -0.7455 3.8442 -2.9693  C11 1.485, N13 1.354, H29 1.143
13 N -1.9005 4.1756 -2.3446  C12 1.354, C14 1.377
14 C -2.1446 3.7424 -1.0609  N13 1.377, C15 1.385, H30 1.000
15 C -1.1689 3.1666 -0.2634  C10 1.366, C14 1.385, H31 1.138
16 H 2.0480 2.3049 -0.3635  C1 1.129
17 H 1.8634 -1.6129 1.8948  C4 1.102
18 H -1.1793 -1.0120 1.3020  C5 1.090
19 H -0.4511 -0.8911 2.7363  C5 0.998
20 H 0.4701 -3.3671 2.5516  C6 1.142
21 H -1.3073 -3.1384 2.7051  C6 1.174
22 H -1.4081 -3.7153 0.1140  C7 1.118
23 H 0.1740 -4.4982 0.8336  C7 1.207
24 H 0.6477 -3.4759 -1.0942  C8 1.015
25 H -0.4550 -2.1077 -1.0839  C8 1.109
26 H 2.3157 -2.4672 0.2663  C9 1.092
27 H 1.6878 -1.3634 -0.9367  C9 1.148
28 H 1.2832 3.1800 -2.4793  C11 1.078
29 H -0.4764 4.0521 -4.0603  C12 1.143
30 H -3.0424 4.0526 -0.7493  C14 1.000
31 H -1.4534 2.6841 0.7277  C15 1.138

As for the LUMO energy: 0.04 eV.



(2)
2 unconnected molecules or ions with the total composition C12H16N2O, computed with wB97M-V/def2-TZVPD.

Bonds (Å) are listed after each position.
Element x y z (Å)
1 C 1.5689 2.0618 -2.4681  C2 1.490, H11 1.105, H12 1.086, H13 1.085
2 C 2.2047 0.9469 -1.7122  C1 1.490, C3 1.361, C10 1.451
3 C 3.4750 0.4641 -1.7951  C2 1.361, N4 1.387, H14 1.081
4 N 3.4928 -0.9223 -1.7571  C3 1.387, C5 1.399, H15 1.009
5 C 2.2283 -1.3314 -1.3215  N4 1.399, C6 1.400, C10 1.400
6 C 1.8892 -2.6322 -0.9312  C5 1.400, C7 1.392, H16 1.081
7 C 0.5479 -2.8111 -0.6056  C6 1.392, C8 1.397, H17 1.082
8 C -0.3125 -1.7100 -0.6063  C7 1.397, C9 1.372, H18 1.084
9 C 0.0782 -0.4620 -1.0209  C8 1.372, C10 1.400, H19 1.079
10 C 1.4353 -0.1814 -1.2230  C2 1.451, C5 1.400, C9 1.400
11 H 1.7674 3.0614 -2.0416  C1 1.105
12 H 0.4831 2.0479 -2.4562  C1 1.086
13 H 1.9558 2.1981 -3.4728  C1 1.085
14 H 4.3500 0.9379 -2.2172  C3 1.081
15 H 4.3596 -1.3760 -1.5119  N4 1.009
16 H 2.6500 -3.3921 -0.8229  C6 1.081
17 H 0.2520 -3.7920 -0.2588  C7 1.082
18 H -1.3599 -1.8941 -0.3954  C8 1.084
19 H -0.6734 0.3111 -0.9825  C9 1.079
20 C -3.5203 2.9318 2.5530  C21 1.526, H25 1.088, H26 1.090, H27 1.093
21 C -3.4270 1.6552 1.7225  C20 1.526, C22 1.517, H28 1.085, H29 1.082
22 C -2.8228 0.3953 2.3140  C21 1.517, N23 1.371, O24 1.211
23 N -1.5789 0.5149 2.8768  C22 1.371, H30 1.007, H31 1.006
24 O -3.4101 -0.6627 2.3578  C22 1.211
25 H -2.9322 3.7385 2.1205  C20 1.088
26 H -3.3226 2.8187 3.6185  C20 1.090
27 H -4.5400 3.3225 2.5150  C20 1.093
28 H -4.4445 1.2945 1.6132  C21 1.085
29 H -3.0551 1.7866 0.7149  C21 1.082
30 H -0.9583 -0.2777 2.9111  N23 1.007
31 H -1.0635 1.3673 3.0150  N23 1.006

As for the LUMO energy: 0.75 eV.



Bottom line: (2), by a margin of 106.3 kcal/mol.